# C31H60BBrCl6CsF6N6O8S2

A structure of composition C31H60BBrCl6CsF6N6O8S2 in a non-equilibrium geometry (wB97M-V/def2-TZVPD, the Open Molecules 2025 dataset).

HOMO energy   -2.7 eV
Total energy   -8922.70476 a.u.

The geometry in ORCA input format:
```
! wB97M-V def2-TZVPD RIJCOSX def2/J DEFGRID3
* xyz -1 1
C -3.946 3.012 3.139
C -3.940 1.472 2.623
O -4.633 1.215 1.359
C -3.865 1.404 0.092
C -3.109 0.006 -0.385
O -1.690 0.195 -0.720
C -1.151 -1.002 -1.438
C 0.315 -1.298 -0.704
O 0.013 -1.517 0.716
C 1.242 -1.428 1.550
C 1.034 -0.569 2.925
C 0.184 0.757 2.479
N -0.172 1.939 2.353
C 0.385 -1.376 4.169
C -0.948 -2.230 3.919
C -2.211 -1.438 3.263
Br -0.627 -4.025 3.012
C 2.557 -0.171 3.421
F 2.604 -0.058 4.903
C 3.636 -1.362 3.086
N 4.566 -2.071 2.686
C 3.100 1.236 2.862
C 3.537 1.254 1.303
C 2.489 1.984 0.303
S 3.315 1.945 -1.404
C 4.001 3.649 -1.792
S 4.260 4.692 -0.492
N 4.224 3.937 -3.230
C 3.145 4.777 -3.848
C 2.241 3.745 -4.770
C 5.605 4.408 -3.534
C 5.891 5.974 -3.234
H -2.925 3.254 3.661
H -4.080 3.803 2.318
H -4.757 3.161 3.975
H -2.840 1.124 2.508
H -4.463 0.861 3.472
H -3.115 2.324 0.177
H -4.654 1.709 -0.722
H -3.739 -0.371 -1.320
H -3.300 -0.770 0.476
H -1.027 -0.776 -2.568
H -1.870 -1.886 -1.206
H 0.732 -2.288 -1.138
H 0.958 -0.369 -0.932
H 2.055 -1.009 0.840
H 1.546 -2.545 1.741
H 0.138 -0.596 5.010
H 1.204 -2.130 4.541
H -1.323 -2.553 4.987
H -2.004 -0.916 2.243
H -3.042 -2.264 3.049
H -2.698 -0.735 4.060
H 4.089 1.446 3.462
H 2.425 2.156 3.129
H 3.808 0.228 0.855
H 4.521 1.890 1.246
H 1.489 1.425 0.156
H 2.206 3.069 0.625
H 2.435 5.146 -3.016
H 3.508 5.593 -4.575
H 1.206 3.523 -4.315
H 2.188 4.195 -5.849
H 2.875 2.768 -4.889
H 5.761 4.261 -4.687
H 6.378 3.701 -3.032
H 6.839 6.007 -2.541
H 6.020 6.631 -4.187
H 5.019 6.429 -2.631
C -2.129 -0.001 10.347
C -1.706 -0.796 9.153
O -2.364 -0.985 8.166
N -0.428 -1.459 9.138
C 0.407 -1.130 7.948
H -3.198 0.208 10.282
H -1.941 -0.575 11.258
H -1.575 0.940 10.378
H 0.065 -1.330 10.023
H -0.685 -2.445 9.010
H 1.340 -1.687 8.044
H 0.605 -0.057 7.949
H -0.118 -1.439 7.041
F -5.988 -0.372 2.363
N 7.793 7.816 -1.120
H 6.815 7.532 -0.985
H 7.953 8.719 -0.661
H 8.414 7.110 -0.710
H 7.988 7.902 -2.123
Cl -2.227 3.506 0.930
Cs -3.107 -2.445 0.765
O -6.007 -4.269 -2.931
C -5.860 -3.732 -4.012
O -5.104 -2.622 -4.121
C -4.709 -2.026 -5.368
C -5.775 -1.077 -5.877
C -6.592 -4.234 -5.224
H -4.440 -2.789 -6.102
H -3.795 -1.461 -5.162
H -6.712 -1.599 -6.083
H -5.445 -0.583 -6.794
H -5.996 -0.313 -5.126
H -7.593 -3.798 -5.247
H -6.675 -5.322 -5.151
H -6.079 -4.032 -6.162
Cl 0.513 -6.389 2.377
C -0.085 -9.964 -0.058
Cl -0.897 -8.630 -0.909
Cl 0.151 -11.326 -1.180
Cl 1.492 -9.410 0.544
Cl -1.091 -10.492 1.311
B 3.591 1.080 -7.446
F 4.539 1.209 -8.525
F 2.985 -0.227 -7.492
F 4.273 1.251 -6.184
F 2.570 2.090 -7.580
C -0.628 -3.910 -5.019
N -1.408 -3.126 -6.012
O -2.057 -3.755 -6.842
O -1.343 -1.906 -5.927
H -0.778 -4.972 -5.213
H 0.422 -3.641 -5.138
H -0.996 -3.644 -4.028
*
```

Atom charges from the Löwdin analysis, given in e for atoms 1 to 2: atom 1 (C): -0.22, atom 2 (C): -0.30